(1)
Here is a cluster of 7 separate species, C45H73BN3O26PS in total in a non-equilibrium geometry from the Open Molecules 2025 dataset. Energies are from ωB97M-V/def2-TZVPD.

The lowest unoccupied orbital energy comes out at 0.014 Eh. Its SMILES is CCOC[C@]1(c2ccccc2)OS(=O)(=O)[C@@](CNC)(P(O)O)[C@](N=C(C)C)(B(C)O)[C@@]1(O)CCN.C[C@@H]1COC(=O)O1.C[C@@H]1COC(=O)O1.C[C@@H]1COC(=O)O1.C[C@@H]1COC(=O)O1.C[C@@H]1COC(=O)O1.C[C@@H]1COC(=O)O1. The value obtained for the max |F| is 2.693 eV Å⁻¹. The HOMO-LUMO gap comes out at 7.75 eV.

Geometry as ORCA input:
```
! RIJCOSX wB97M-V def2-TZVPD def2/J DEFGRID3
* xyz 0 1
S -1.032 2.939 -2.298
P -3.219 3.615 -0.521
O 4.479 -3.756 -2.331
O 3.959 6.851 4.247
O -5.797 2.420 -6.424
O -1.138 4.088 -3.145
O 4.116 -5.497 -0.979
O 4.365 5.227 2.771
O 0.433 2.404 -2.551
O -2.056 1.980 -2.609
O 2.319 5.405 3.700
O -6.956 -5.201 -7.675
O 1.002 0.306 0.413
O 1.580 -2.498 2.629
O -1.005 -5.269 7.668
O -7.518 1.534 -7.575
O 2.229 -2.493 4.763
O -7.079 0.867 -5.473
O -3.430 4.406 0.911
O -3.448 4.722 -1.699
O -1.442 -7.432 8.126
O 2.821 2.296 0.192
O 3.454 -1.394 3.223
O 2.369 -4.289 -1.736
O 0.414 -6.487 8.923
O -1.460 3.048 2.515
O -8.689 -4.318 -8.812
O -6.862 -3.089 -8.456
N -0.782 5.718 -0.930
N -2.249 1.364 0.494
N -0.224 -2.390 -0.056
C -0.904 1.926 0.293
C 0.307 -7.769 9.568
C 1.916 0.631 -2.273
C -9.027 -2.971 -9.168
C -2.646 0.622 1.446
C 3.460 -1.258 -3.729
C -7.613 -0.864 -9.109
C 1.661 -8.414 9.732
C 5.474 6.131 2.698
C 3.807 -0.881 -2.431
C -0.590 -0.194 -1.261
C -5.931 1.025 -4.620
C -0.858 6.954 -0.152
C 5.920 8.268 3.998
C 2.337 -0.665 -4.288
C 5.753 -4.138 -1.801
C -0.708 -6.295 8.189
C 0.783 -3.487 3.300
C -7.451 -4.292 -8.257
C 0.124 0.983 -0.483
C -0.627 -8.497 8.629
C -3.929 2.559 -4.851
C -6.859 1.606 -6.585
C 1.569 0.249 -3.568
C 5.503 -5.558 -1.349
C 6.358 -6.006 -0.190
C 0.781 -4.200 5.736
C -7.671 -2.346 -9.389
C -3.986 0.995 2.057
C 5.379 6.860 4.019
C -0.634 4.559 -0.007
C 0.089 -1.566 -1.228
C 3.535 -4.494 -1.688
C 1.091 1.669 -1.487
C 3.063 0.056 -1.729
C 4.024 3.004 0.407
C 5.141 2.039 0.785
C 3.436 5.790 3.588
C 0.955 2.454 2.443
C -2.072 -0.674 1.966
C 0.906 -3.069 4.746
C -5.412 2.382 -5.028
C 2.127 2.686 -0.961
C 2.516 -2.061 3.515
C -1.259 3.271 -0.558
B -0.470 2.434 1.767
H 4.329 3.634 -0.433
H 0.488 -2.264 0.652
H -9.571 -2.516 -8.336
H 5.304 8.907 3.364
H -0.141 -4.751 5.581
H -6.222 0.978 -3.574
H -1.819 7.031 0.355
H 6.522 -4.066 -2.568
H -3.628 2.333 -3.832
H -0.301 -2.107 -2.092
H -1.959 -1.344 1.119
H 3.389 0.293 -0.729
H 7.416 -5.862 -0.410
H -3.635 3.584 -5.073
H 6.947 8.283 3.631
H -1.238 -9.243 9.131
H 0.892 2.774 3.486
H 0.694 0.639 -4.064
H 6.004 -3.467 -0.975
H 5.796 2.475 1.539
H -4.749 0.641 1.355
H 1.502 1.517 2.445
H 0.430 4.509 0.253
H 0.193 -2.276 4.988
H 1.630 -4.882 5.645
H -1.140 4.914 0.886
H -2.861 5.499 -1.661
H -1.084 3.869 2.850
H -2.779 -1.169 2.628
H 2.246 -7.891 10.488
H -3.376 1.914 -5.537
H 5.597 -6.258 -2.184
H 3.869 3.675 1.257
H 5.851 6.285 4.820
H -7.300 -2.560 -10.396
H -4.092 2.070 2.140
H 5.905 8.699 4.998
H -6.636 -0.464 -9.377
H 1.538 3.237 1.956
H 0.479 -0.109 1.107
H 6.100 -5.453 0.713
H -0.051 7.039 0.586
H 6.407 5.584 2.582
H 4.684 -1.337 -2.000
H 1.721 3.699 -0.837
H 5.767 1.783 -0.069
H 5.333 6.789 1.837
H -0.159 -7.614 10.545
H 0.030 5.773 -1.529
H 1.212 -4.472 3.101
H -0.670 0.063 -2.312
H 4.033 -1.974 -4.295
H -5.225 0.219 -4.834
H -0.242 -3.461 2.935
H -7.760 -0.664 -8.054
H -3.745 5.312 0.809
H 1.559 -9.456 10.035
H 1.165 -1.548 -1.371
H 0.786 -3.820 6.753
H -1.615 -0.354 -0.936
H 2.862 2.797 -1.765
H 2.047 -0.907 -5.300
H -0.217 -3.376 -0.281
H -1.140 -0.579 2.528
H 4.729 1.131 1.219
H -4.171 0.457 2.981
H 2.225 -8.365 8.800
H -9.653 -2.956 -10.057
H 6.192 -7.062 0.023
H -0.789 7.802 -0.831
H -5.952 3.181 -4.513
H -8.371 -0.328 -9.681
H -0.105 -8.964 7.790
*
```

=====

(2)
Here is a structure of composition C4H7NO2 from the Open Molecules 2025 dataset. Energies are from ωB97M-V/def2-TZVPD.

The lowest unoccupied orbital energy comes out at 0.019 Eh. The value obtained for the max |F| is 0.542 eV Å⁻¹. For the energy above the lowest of the compared OMol25 structures with the same formula, charge and spin, the calculation gives 4.475 eV. The HOMO-LUMO gap comes out at 8.99 eV.

Geometry as ORCA input:
```
! RIJCOSX wB97M-V def2-TZVPD def2/J DEFGRID3
* xyz 0 1
O -0.900 -0.181 -0.450
O 0.543 -2.852 1.392
N 0.894 1.015 0.535
C -0.893 -1.093 0.638
C -0.041 0.838 -0.389
C 0.226 -2.110 0.498
C -0.040 1.992 -1.229
H 1.407 0.236 0.954
H -0.979 2.332 -1.665
H -1.855 -1.614 0.612
H -0.798 -0.564 1.594
H 0.723 -2.128 -0.496
H 0.927 2.148 -0.051
H 0.785 1.980 -1.943
*
```

=====

(3)
Here is a structure of composition C4H8N2 in a non-equilibrium geometry from the Open Molecules 2025 dataset. Energies are from ωB97M-V/def2-TZVPD.

The lowest unoccupied orbital energy comes out at 0.024 Eh. The value obtained for the max |F| is 1.044 eV Å⁻¹. For the energy above the lowest of the compared OMol25 structures with the same formula, charge and spin, the calculation gives 3.545 eV. The HOMO-LUMO gap comes out at 8.53 eV.

Geometry as ORCA input:
```
! RIJCOSX wB97M-V def2-TZVPD def2/J DEFGRID3
* xyz 0 1
N -0.371 2.674 -0.180
N 0.662 -0.653 0.110
C -0.462 1.523 -0.335
C -1.823 -0.578 -0.265
C 1.839 0.125 0.477
C -0.530 0.125 -0.583
H -2.074 -0.571 0.810
H 2.640 -0.551 0.784
H 0.332 -1.307 0.818
H -1.806 -1.621 -0.605
H 0.450 -0.750 -1.012
H -2.641 -0.085 -0.799
H 2.162 0.692 -0.399
H 1.609 0.836 1.276
*
```